C2H6ClN3S | ωB97M-V/def2-TZVPD

Last column: natural (NBO) charge in e.
CARTESIAN COORDINATES (ANGSTROEM)
Cl 1.711 -2.036 -0.525  0.11
S 0.602 1.636 -1.577  0.18
N -2.148 0.769 0.310  -0.71
N -1.221 -0.368 0.444  -0.28
N 0.686 1.002 -0.035  -0.81
C -0.029 -0.126 0.270  0.39
C 1.195 -1.239 0.670  -0.54
H 0.633 -2.045 1.400  0.22
H -3.111 0.405 0.436  0.37
H -2.138 1.426 -0.636  0.37
H 1.964 -0.633 1.293  0.20
H 1.686 0.920 0.345  0.39
H 0.169 0.289 -2.394  0.11

2S+1 ... 1
Energy above the lowest of the compared OMol25 structures with the same formula, charge and spin ... 337.1 kJ/mol
HOMO ... -8.64 eV
Strongest force on any atom ... 12.04 eV Å⁻¹
Lowest unoccupied orbital energy ... 0.4 eV
Net charge ... 0
Orbital gap ... 9.01 eV